{"formula": "C26H57BrNO16P3", "method": "the ωB97M-V functional and the def2-TZVPD basis", "total_charge": 0, "smiles": "[H]/N=C/C[C@H]1OC(=O)O[C@]1(Br)C[C@H](C)O.CCOP(=O)(OCC)OCC.CCOP(=O)(OCC)OCC.CCOP(=O)(OCC)OCC", "e_lumo_ev": -1.8, "gap_ev": 7.7, "symbols": ["C", "C", "O", "C", "C", "Br", "O", "C", "O", "O", "C", "C", "C", "N", "H", "H", "H", "H", "H", "H", "H", "H", "H", "H", "H", "H", "O", "P", "O", "C", "C", "O", "C", "C", "O", "C", "C", "H", "H", "H", "H", "H", "H", "H", "H", "H", "H", "H", "H", "H", "H", "H", "O", "P", "O", "C", "C", "O", "C", "C", "O", "C", "C", "H", "H", "H", "H", "H", "H", "H", "H", "H", "H", "H", "H", "H", "H", "H", "O", "P", "O", "C", "C", "O", "C", "C", "O", "C", "C", "H", "H", "H", "H", "H", "H", "H", "H", "H", "H", "H", "H", "H", "H", "H"], "coordinates": [[1.203, 0.126, 0.846], [0.860, 0.244, -0.762], [1.820, 1.129, -1.501], [-0.641, 0.866, -0.985], [-1.838, -0.251, -1.131], [-2.395, -0.779, -3.018], [-1.515, -1.605, -0.572], [-2.790, -2.162, -0.090], [-3.126, -3.435, 0.247], [-3.775, -1.049, -0.052], [-3.071, 0.272, -0.132], [-4.240, 1.232, -0.765], [-3.877, 2.837, -0.791], [-2.675, 3.394, -1.150], [1.167, -1.023, 1.135], [2.263, 0.604, 1.087], [0.418, 0.736, 1.501], [0.950, -0.814, -1.304], [2.676, 1.196, -0.973], [-0.716, 1.622, -1.905], [-0.929, 1.529, -0.035], [-2.723, 0.458, 0.995], [-4.548, 0.823, -1.821], [-5.214, 1.127, -0.084], [-4.754, 3.584, -0.502], [-2.683, 4.436, -1.089], [-1.664, -0.388, 4.740], [-1.817, -1.929, 4.733], [-3.445, -1.911, 5.038], [-4.319, -1.663, 3.954], [-4.341, -2.826, 2.980], [-1.328, -2.043, 6.324], [-0.436, -1.080, 6.878], [-1.212, -0.004, 7.624], [-1.988, -3.650, 4.726], [-1.014, -4.457, 5.376], [-1.469, -4.864, 6.777], [-4.035, -0.734, 3.451], [-5.321, -1.522, 4.373], [-3.369, -2.941, 2.491], [-5.097, -2.669, 2.206], [-4.556, -3.764, 3.501], [0.215, -0.652, 6.108], [0.219, -1.602, 7.582], [-2.035, 0.407, 7.026], [-0.555, 0.819, 7.919], [-1.670, -0.426, 8.522], [-0.043, -3.952, 5.397], [-0.896, -5.366, 4.779], [-1.632, -4.006, 7.439], [-0.730, -5.506, 7.253], [-2.429, -5.387, 6.734], [0.356, 6.293, -1.671], [1.112, 7.468, -2.339], [-0.062, 7.769, -3.469], [-1.191, 8.519, -3.067], [-0.831, 9.969, -2.806], [2.017, 6.428, -3.278], [2.318, 5.113, -2.819], [1.326, 4.111, -3.393], [1.957, 8.781, -3.085], [3.354, 8.672, -3.324], [3.645, 8.252, -4.765], [-1.647, 8.062, -2.183], [-1.920, 8.468, -3.882], [-0.160, 10.054, -1.945], [-1.728, 10.560, -2.600], [-0.311, 10.401, -3.666], [2.350, 5.072, -1.725], [3.323, 4.863, -3.169], [0.286, 4.430, -3.257], [1.450, 3.129, -2.928], [1.476, 4.010, -4.471], [3.820, 7.993, -2.603], [3.787, 9.664, -3.165], [3.224, 7.271, -5.016], [4.717, 8.203, -4.945], [3.191, 8.955, -5.470], [1.954, -4.647, -3.729], [1.748, -5.666, -2.581], [1.263, -4.534, -1.472], [-0.077, -4.086, -1.525], [-1.044, -5.172, -1.093], [3.368, -5.637, -2.186], [4.351, -5.361, -3.180], [4.739, -3.890, -3.150], [1.517, -6.804, -1.299], [2.475, -7.835, -1.093], [3.465, -7.467, 0.011], [-0.311, -3.729, -2.533], [-0.160, -3.234, -0.843], [-1.034, -6.005, -1.803], [-2.064, -4.782, -1.036], [-0.763, -5.575, -0.116], [4.009, -5.671, -4.174], [5.232, -5.969, -2.951], [3.865, -3.228, -3.157], [5.373, -3.635, -4.003], [5.284, -3.665, -2.230], [2.985, -8.083, -2.029], [1.926, -8.726, -0.774], [4.046, -6.566, -0.220], [4.174, -8.276, 0.181], [2.938, -7.245, 0.944]]}

---

{"formula": "C26H57N10", "method": "the ωB97M-V functional and the def2-TZVPD basis", "total_charge": 1, "e_lumo_ev": -1.7, "gap_ev": 9.6, "symbols": ["C", "C", "C", "H", "C", "H", "H", "C", "C", "C", "H", "H", "H", "H", "H", "H", "C", "N", "C", "N", "H", "N", "C", "N", "H", "N", "H", "C", "C", "H", "C", "H", "H", "C", "H", "H", "C", "H", "H", "C", "N", "C", "N", "H", "H", "N", "H", "C", "N", "H", "N", "H", "C", "H", "C", "C", "C", "H", "H", "H", "H", "H", "C", "H", "C", "H", "C", "C", "H", "H", "H", "H", "H", "H", "H", "H", "H", "H", "H", "H", "H", "H", "H", "H", "H", "H", "H", "H", "H", "H", "H", "H", "H"], "coordinates": [[7.458, 2.579, -1.354], [7.426, 1.713, -0.100], [6.030, 1.592, 0.514], [5.654, 2.597, 0.716], [5.058, 0.824, -0.382], [5.553, -0.092, -0.705], [4.839, 1.404, -1.280], [3.746, 0.437, 0.313], [2.858, -0.409, -0.611], [3.365, -1.835, -0.793], [4.345, -1.850, -1.261], [3.437, -2.340, 0.168], [2.685, -2.397, -1.429], [2.788, 0.073, -1.589], [1.852, -0.448, -0.187], [3.988, -0.157, 1.200], [2.965, 1.667, 0.809], [2.526, 2.516, -0.275], [1.274, 2.525, -0.744], [1.061, 3.124, -1.951], [0.113, 3.345, -2.207], [0.315, 2.035, -0.018], [-0.920, 1.682, -0.369], [-1.172, 1.017, -1.519], [-0.388, 0.701, -2.066], [-1.931, 1.881, 0.453], [-2.878, 1.609, 0.079], [-1.806, 2.654, 1.667], [-2.249, 4.115, 1.499], [-2.016, 4.436, 0.482], [-3.728, 4.359, 1.812], [-3.878, 4.233, 2.886], [-3.965, 5.397, 1.569], [-4.700, 3.433, 1.084], [-4.467, 2.397, 1.333], [-5.708, 3.632, 1.453], [-4.689, 3.588, -0.437], [-3.677, 3.782, -0.792], [-5.316, 4.428, -0.737], [-5.187, 2.313, -1.114], [-4.238, 1.257, -0.849], [-4.392, 0.076, -1.317], [-5.482, -0.348, -2.051], [-6.056, 0.371, -2.462], [-5.351, -1.160, -2.634], [-3.374, -0.813, -1.072], [1.770, 3.726, -2.337], [-3.563, -2.044, -0.710], [-4.790, -2.614, -0.518], [-5.587, -1.999, -0.480], [-2.512, -2.856, -0.497], [-2.705, -3.801, -0.210], [-1.122, -2.497, -0.616], [-0.666, -3.124, -1.390], [-0.313, -2.649, 0.687], [-0.482, -1.450, 1.636], [-1.895, -1.195, 2.144], [-2.551, -0.891, 1.334], [-2.306, -2.078, 2.627], [-1.873, -0.395, 2.880], [-0.135, -0.548, 1.125], [0.177, -1.611, 2.493], [-0.582, -3.976, 1.408], [-1.624, -4.018, 1.728], [-0.262, -5.231, 0.591], [-0.573, -6.100, 1.176], [1.221, -5.384, 0.259], [1.507, -6.723, -0.410], [2.565, -6.814, -0.643], [1.229, -7.545, 0.245], [0.943, -6.818, -1.335], [1.541, -4.580, -0.406], [1.804, -5.307, 1.179], [-0.838, -5.244, -0.337], [0.029, -3.994, 2.314], [0.739, -2.648, 0.386], [-1.086, -1.460, -0.946], [-2.022, 0.453, -1.542], [-5.284, 2.485, -2.196], [-6.181, 2.057, -0.724], [-1.659, 4.737, 2.174], [-2.405, 2.174, 2.443], [-0.755, 2.620, 1.963], [-4.861, -3.466, 0.011], [3.252, 2.929, -0.840], [2.070, 1.349, 1.344], [3.586, 2.257, 1.486], [6.114, 1.069, 1.469], [7.805, 0.717, -0.338], [8.094, 2.149, 0.645], [8.481, 2.701, -1.698], [7.050, 3.567, -1.147], [6.886, 2.126, -2.161]]}

---

{"formula": "C26H58BBr24NO2Si", "method": "the ωB97M-V functional and the def2-TZVPD basis", "total_charge": 0, "e_lumo_ev": 0.3, "gap_ev": 8.5, "symbols": ["C", "C", "O", "B", "O", "Si", "N", "H", "H", "H", "H", "H", "H", "H", "H", "H", "H", "Br", "C", "C", "Br", "H", "H", "H", "H", "Br", "C", "C", "Br", "H", "H", "H", "H", "Br", "C", "C", "Br", "H", "H", "H", "H", "Br", "C", "C", "Br", "H", "H", "H", "H", "Br", "C", "C", "Br", "H", "H", "H", "H", "Br", "C", "C", "Br", "H", "H", "H", "H", "Br", "C", "C", "Br", "H", "H", "H", "H", "Br", "C", "C", "Br", "H", "H", "H", "H", "Br", "C", "C", "Br", "H", "H", "H", "H", "Br", "C", "C", "Br", "H", "H", "H", "H", "Br", "C", "C", "Br", "H", "H", "H", "H", "Br", "C", "C", "Br", "H", "H", "H", "H"], "coordinates": [[-5.590, -6.685, 3.266], [-4.082, -6.507, 2.613], [-3.713, -5.110, 2.318], [-3.074, -4.444, 3.470], [-2.148, -5.056, 4.443], [-3.454, -2.527, 3.710], [-4.769, -2.437, 4.984], [-6.352, -5.932, 2.779], [-5.973, -7.771, 2.952], [-5.622, -6.568, 4.433], [-4.126, -7.060, 1.556], [-3.247, -7.084, 3.223], [-1.923, -4.353, 5.150], [-3.970, -2.050, 2.423], [-2.265, -1.759, 4.059], [-5.324, -3.325, 4.799], [-5.374, -1.628, 4.670], [-6.200, -8.942, 0.340], [-5.993, -8.937, -1.599], [-4.562, -8.659, -1.996], [-4.133, -6.765, -1.812], [-6.703, -8.204, -1.994], [-6.295, -9.938, -1.920], [-4.404, -8.885, -3.054], [-3.831, -9.211, -1.398], [-2.445, -2.211, 1.229], [-2.461, -1.759, -0.668], [-1.171, -2.168, -1.339], [0.269, -0.921, -0.918], [-2.667, -0.687, -0.740], [-3.306, -2.315, -1.086], [-1.272, -2.128, -2.427], [-0.826, -3.164, -1.047], [-0.068, -1.782, -5.589], [1.770, -1.468, -5.017], [1.899, -0.149, -4.292], [1.893, 1.348, -5.543], [2.398, -1.536, -5.910], [2.005, -2.301, -4.348], [2.861, -0.085, -3.777], [1.095, 0.032, -3.574], [-5.858, -7.553, 6.843], [-4.020, -7.239, 7.415], [-3.891, -5.920, 8.141], [-3.897, -4.423, 6.890], [-3.391, -7.307, 6.523], [-3.784, -8.072, 8.085], [-2.928, -5.855, 8.656], [-4.695, -5.739, 8.859], [2.586, 1.986, -0.967], [1.217, 2.934, -1.981], [1.696, 4.304, -2.399], [1.643, 5.556, -0.905], [0.318, 2.959, -1.358], [1.028, 2.307, -2.858], [1.029, 4.733, -3.153], [2.720, 4.308, -2.783], [4.535, -0.529, -8.157], [4.816, 0.770, -9.583], [4.193, 2.103, -9.240], [2.258, 2.060, -9.481], [4.418, 0.328, -10.501], [5.903, 0.864, -9.672], [4.547, 2.882, -9.922], [4.379, 2.417, -8.209], [-2.202, 5.104, -2.287], [-1.687, 6.978, -2.130], [-2.045, 7.750, -3.378], [-0.781, 7.387, -4.819], [-0.619, 6.998, -1.898], [-2.248, 7.355, -1.269], [-1.972, 8.827, -3.201], [-3.042, 7.517, -3.762], [6.172, 0.538, -2.082], [7.219, 1.064, -0.523], [6.726, 2.372, 0.051], [7.324, 3.884, -1.026], [8.266, 1.095, -0.837], [7.084, 0.252, 0.197], [7.153, 2.543, 1.043], [5.636, 2.435, 0.113], [7.228, 0.291, -12.112], [8.467, 1.797, -12.081], [9.329, 1.771, -10.840], [8.336, 2.384, -9.277], [7.866, 2.707, -12.172], [9.080, 1.680, -12.979], [10.166, 2.468, -10.937], [9.716, 0.776, -10.602], [2.244, -5.052, 10.461], [0.675, -3.895, 10.519], [-0.425, -4.420, 9.626], [-0.052, -4.040, 7.749], [1.009, -2.889, 10.251], [0.357, -3.901, 11.566], [-1.369, -3.910, 9.836], [-0.575, -5.500, 9.710], [1.769, 6.218, 3.597], [2.050, 7.517, 2.170], [1.427, 8.850, 2.514], [-0.508, 8.807, 2.272], [1.652, 7.075, 1.253], [3.137, 7.611, 2.082], [1.781, 9.629, 1.832], [1.613, 9.164, 3.544], [-4.181, 7.340, 3.741], [-4.200, 8.092, 5.540], [-2.849, 8.655, 5.912], [-1.595, 7.235, 6.377], [-4.541, 7.300, 6.213], [-4.953, 8.885, 5.509], [-2.923, 9.274, 6.811], [-2.387, 9.240, 5.112]]}